Entry 1:
{
  "formula": "C50H32ClNO10S",
  "method": "ωB97M-V with the def2-TZVPD basis set",
  "symbols": ["C", "C", "C", "C", "C", "C", "O", "C", "O", "C", "H", "C", "H", "H", "C", "H", "C", "N", "C", "O", "C", "H", "C", "H", "H", "C", "H", "H", "H", "C", "C", "C", "C", "C", "C", "O", "Cl", "C", "H", "H", "C", "O", "C", "C", "O", "C", "C", "C", "H", "C", "H", "C", "H", "C", "C", "H", "C", "C", "H", "C", "O", "O", "H", "C", "H", "H", "H", "C", "C", "C", "H", "H", "C", "C", "H", "H", "C", "C", "H", "S", "H", "O", "H", "C", "H", "C", "C", "H", "H", "C", "O", "H", "C", "C", "C"],
  "xyz": [[-3.676, -6.228, 5.905], [-1.386, -0.781, -5.997], [-1.837, -2.776, -7.289], [0.417, -1.915, -7.150], [1.721, -1.268, 0.907], [-5.537, -0.462, -4.906], [-2.686, -3.003, 4.651], [-5.583, -3.951, 8.315], [3.876, -2.511, -0.145], [-2.720, -8.000, 4.559], [6.044, 9.310, -0.638], [2.308, 4.578, -2.519], [0.723, 4.260, -3.944], [-1.873, -4.953, 3.310], [-3.708, 1.356, -3.836], [0.733, 6.610, -4.749], [-2.150, -7.050, 3.713], [-1.561, -0.295, 0.915], [-5.786, -2.590, 8.552], [5.619, -1.401, 1.576], [3.232, 6.813, -2.442], [-6.446, -2.271, 9.356], [2.338, 7.213, -3.443], [5.588, 0.031, -0.549], [2.292, 3.549, -2.165], [4.845, 0.504, 0.228], [-1.566, -7.367, 2.852], [-5.292, -0.580, 7.950], [-0.880, 0.978, -0.802], [-4.110, -3.415, 6.473], [1.074, -0.162, -0.097], [4.200, 7.786, -1.895], [-0.031, -0.870, -6.341], [5.032, 6.074, -0.288], [6.736, 6.633, 1.341], [4.259, 8.923, -2.348], [3.663, 0.377, 2.749], [1.432, 6.295, -3.977], [7.370, 6.346, 2.178], [5.806, 4.696, 1.193], [5.986, 8.297, -0.242], [5.351, -4.097, 1.227], [4.111, 5.082, -0.879], [3.284, -1.756, 0.970], [-4.529, -2.417, -6.629], [-4.739, -4.365, 7.276], [-3.251, -3.837, 5.350], [-0.487, 0.184, 0.002], [-6.089, -4.686, 8.939], [-5.972, 0.528, -4.023], [-0.132, -3.695, -8.236], [3.207, 5.501, -1.970], [-3.806, -1.302, 6.105], [4.389, -0.604, 1.347], [-0.483, -2.873, -7.616], [5.418, 1.399, 0.770], [-4.303, -2.049, 6.722], [6.808, 7.925, 0.823], [-1.678, -1.751, 2.620], [-1.845, 0.304, -5.106], [-1.052, 1.135, -4.681], [6.670, -2.524, -0.499], [3.322, -2.467, 1.927], [1.423, 4.977, -3.522], [7.501, 8.646, 1.251], [-2.535, -3.524, -7.661], [-7.024, 0.591, -3.754], [-0.920, -1.291, 1.818], [-5.140, -1.640, 7.761], [-4.182, -0.548, -5.251], [1.470, -1.985, -7.412], [3.968, 1.003, -0.368], [5.089, 7.372, -0.792], [-2.326, -5.690, 3.972], [-3.001, 2.067, -3.412], [0.860, -2.682, 2.696], [-3.726, -1.620, -6.158], [-3.483, -7.593, 5.654], [1.752, 0.373, -0.898], [5.485, -2.741, 0.476], [-3.930, -8.341, 6.307], [4.092, 3.929, -0.467], [-2.576, -9.061, 4.363], [-5.057, 1.431, -3.483], [-6.256, -1.166, -5.321], [-3.085, -5.278, 5.074], [-2.290, -1.725, -6.483], [0.679, -0.129, -5.976], [2.343, 8.239, -3.806], [-4.520, -5.806, 7.042], [-5.036, -6.640, 7.775], [-5.394, 2.197, -2.787], [0.578, -1.852, 1.909], [5.853, 5.705, 0.785], [-3.270, 0.367, -4.727]],
  "charge": 0,
  "multiplicity": 1,
  "e_homo_ev": -9.2,
  "smiles": "C[C@]1(Cl)OS(=O)(=O)O[C@@H]1c1ccncc1.O=C1c2ccccc2C(=O)c2ccccc21.O=C1c2ccccc2C(=O)c2ccccc21.O=C1c2ccccc2C(=O)c2ccccc21"
}


Entry 2:
{
  "formula": "C34H36BN14O3RuS2",
  "method": "ωB97M-V with the def2-TZVPD basis set",
  "symbols": ["N", "O", "H", "C", "C", "N", "C", "H", "N", "H", "H", "C", "H", "C", "C", "C", "C", "H", "C", "N", "H", "N", "H", "N", "C", "C", "C", "C", "C", "C", "N", "H", "C", "N", "H", "C", "H", "C", "H", "H", "N", "H", "H", "H", "H", "N", "H", "C", "C", "C", "H", "C", "C", "N", "H", "C", "C", "C", "H", "S", "C", "H", "C", "H", "H", "C", "B", "O", "H", "C", "H", "O", "N", "H", "H", "H", "H", "C", "Ru", "S", "C", "H", "C", "H", "H", "H", "C", "N", "H", "H", "N"],
  "xyz": [[-0.375, -2.038, -1.160], [0.555, 1.443, 0.942], [-3.079, 3.569, 0.392], [0.167, -2.122, -2.368], [0.156, 2.601, 0.645], [-0.874, 2.878, -0.141], [-4.617, -4.140, 0.010], [-4.056, 0.960, -4.065], [-3.877, -3.080, -0.394], [-4.515, 3.280, -0.616], [5.618, 1.302, -1.463], [-0.819, -2.444, -3.298], [8.778, -2.845, 1.283], [2.389, 4.636, 2.867], [4.317, -2.783, 1.275], [-2.278, 0.612, 1.810], [2.534, 1.218, -2.781], [5.556, -4.475, 0.864], [2.714, 0.000, -0.854], [2.116, -0.713, 0.098], [3.267, 4.477, 3.477], [1.973, 0.447, -1.879], [-3.172, 0.329, -1.904], [-1.622, -3.351, 0.920], [3.870, 1.585, -2.707], [0.138, 5.026, 1.284], [4.306, -1.439, 1.613], [-5.767, -2.904, -1.389], [-3.436, 3.432, -0.632], [-5.838, -4.069, -0.611], [7.926, -3.339, 1.091], [7.973, -4.324, 0.913], [6.693, -1.373, 1.658], [-2.780, -1.182, 0.718], [0.185, 7.041, 1.990], [1.878, 3.584, 2.130], [-4.310, 0.967, 2.605], [4.574, 1.067, -1.628], [-4.248, -4.853, 0.715], [4.330, 2.226, -3.436], [-2.804, 2.242, -1.177], [2.152, 6.685, 3.432], [1.213, -1.939, -2.520], [7.615, -0.829, 1.798], [-4.057, 2.671, -3.666], [-1.684, -2.296, -1.278], [-0.735, 5.178, 0.669], [-1.509, 2.056, -0.946], [5.486, -0.734, 1.799], [5.526, -3.429, 1.130], [-3.477, 4.591, -2.469], [-3.092, 4.669, -1.457], [-3.568, 1.343, -2.016], [-1.786, -0.341, 1.022], [-2.522, 1.800, -3.848], [-0.413, -4.805, 2.065], [6.735, -2.731, 1.301], [-3.911, -0.768, 1.307], [-0.702, -2.600, -4.349], [-0.669, 0.817, -1.837], [0.740, 3.767, 1.344], [-1.660, 1.400, 2.206], [1.772, 5.875, 2.829], [-2.013, 4.783, -1.516], [-4.594, 1.339, -1.644], [-1.980, -2.547, -2.562], [-2.534, -2.534, -0.010], [3.156, 0.866, 1.818], [-2.266, -5.372, 0.999], [-3.546, 1.728, -3.491], [-4.833, -1.300, 1.199], [1.780, -1.058, 2.468], [-4.597, -2.321, -1.246], [-6.651, -4.758, -0.533], [-0.053, -5.707, 2.514], [2.354, 2.617, 2.150], [1.056, -3.203, 2.612], [0.172, -3.540, 2.106], [0.150, -0.620, 0.479], [2.806, -0.504, 1.613], [-3.636, 0.384, 2.015], [-2.987, -2.758, -2.858], [0.656, 6.070, 2.027], [5.418, 0.312, 2.046], [3.378, -3.296, 1.130], [-3.526, 5.551, -0.995], [-1.544, -4.641, 1.294], [-0.560, -2.688, 1.413], [-6.514, -2.473, -2.025], [1.888, 1.568, -3.576], [4.019, 0.275, -0.740]],
  "charge": 1,
  "multiplicity": 5,
  "e_homo_ev": [-10.4, -10.4]
}


Entry 3:
{
  "formula": "C3H10N3O",
  "method": "ωB97M-V with the def2-TZVPD basis set",
  "symbols": ["H", "H", "H", "H", "H", "C", "N", "N", "H", "N", "C", "H", "O", "H", "H", "C", "H"],
  "xyz": [[-2.419, -0.682, -1.658], [-0.526, -2.297, 1.037], [2.558, 2.136, 0.755], [0.298, -0.771, 1.405], [0.860, 2.273, 1.335], [1.606, 1.601, 0.894], [-0.752, 0.593, 0.425], [-1.076, -0.658, 0.011], [1.187, 1.530, -1.103], [1.235, 0.925, -0.273], [-1.449, -1.039, -1.324], [-1.412, -2.068, -1.549], [-1.673, 1.486, 0.089], [1.720, 0.748, 1.544], [-0.869, -0.616, -2.148], [-0.044, -1.438, 0.616], [0.755, -1.723, -0.055]],
  "charge": -1,
  "multiplicity": 1,
  "relative_energy_ev": 5.734,
  "e_homo_ev": [-1.8, -1.8]
}


Entry 4:
{
  "formula": "C4H7O3",
  "method": "ωB97M-V with the def2-TZVPD basis set",
  "symbols": ["H", "H", "O", "H", "C", "H", "O", "C", "H", "H", "C", "C", "O", "H"],
  "xyz": [[1.556, 0.520, 0.208], [-0.707, -0.290, 0.494], [0.256, 2.614, 2.097], [1.383, -0.323, 1.687], [0.160, 1.492, 1.612], [-1.308, -1.000, -3.260], [-0.539, -1.191, 0.025], [-0.635, -1.211, -2.414], [2.303, 1.207, 1.782], [-2.163, -0.655, -1.059], [-1.134, -1.008, -1.141], [1.420, 0.683, 1.325], [-0.938, 0.855, 1.261], [0.346, -1.693, -2.618]],
  "charge": -1,
  "multiplicity": 1,
  "relative_energy_ev": 0.820,
  "e_homo_ev": -4.7
}


Entry 5:
{
  "formula": "C35H32CsIN6O6",
  "method": "ωB97M-V with the def2-TZVPD basis set",
  "symbols": ["N", "N", "H", "O", "C", "C", "H", "H", "H", "C", "H", "O", "H", "C", "H", "H", "C", "O", "C", "C", "C", "Cs", "H", "H", "H", "H", "C", "H", "N", "H", "C", "C", "C", "H", "N", "O", "N", "C", "C", "C", "N", "H", "H", "C", "H", "H", "C", "H", "C", "H", "O", "H", "C", "O", "C", "H", "H", "C", "C", "H", "C", "H", "C", "H", "C", "H", "H", "C", "H", "C", "H", "C", "C", "I", "H", "C", "C", "C", "C", "C", "C"],
  "xyz": [[0.178, -2.338, -1.725], [1.118, -0.633, 3.020], [0.560, 3.351, 1.135], [-0.024, -2.035, 0.490], [0.652, 0.541, 5.041], [-1.173, -2.185, -5.184], [5.638, 3.898, -4.971], [-3.524, 2.147, -5.002], [0.433, -5.172, -5.241], [-3.416, 3.548, 3.372], [-4.045, 4.400, -1.374], [2.783, 3.373, -0.217], [0.878, -4.479, -2.898], [-3.300, 2.369, -3.968], [-1.841, 6.137, 2.810], [1.488, -0.305, 6.833], [0.042, -4.232, -4.865], [2.373, -2.581, 1.547], [-2.030, -2.605, -0.631], [0.304, -3.840, -3.560], [-0.905, -1.749, -3.876], [0.863, 0.227, -1.033], [1.473, -2.340, 1.201], [0.185, 1.382, 5.540], [-4.177, 4.267, 3.053], [-5.811, -3.174, -0.393], [-1.256, 3.305, 2.261], [3.379, -2.889, 3.258], [-1.352, -0.554, -3.338], [-1.748, -1.536, -5.826], [3.292, 2.662, -1.101], [-2.657, -3.403, -1.594], [1.943, -1.470, 5.088], [2.507, -2.229, 5.618], [-1.973, 1.839, -2.060], [-1.600, 0.638, -5.346], [-2.088, 4.045, 3.071], [-1.685, 0.466, -4.106], [-0.718, -3.403, -5.673], [-4.033, -2.284, 0.439], [-2.726, -2.075, 0.380], [-4.549, -1.821, 1.279], [5.656, 3.555, -0.043], [4.519, 3.238, -1.829], [7.669, 4.369, -1.224], [-2.081, -3.847, -2.389], [0.076, 3.929, 1.921], [0.728, 3.903, 2.797], [-0.181, -2.640, -3.026], [-2.416, 5.603, 4.395], [2.958, 1.522, -1.490], [-0.030, 4.964, 1.595], [0.552, 0.381, 3.666], [-1.581, 2.203, 1.855], [-3.938, 3.379, -3.276], [-3.531, 3.362, 4.444], [1.771, -3.616, 3.235], [6.786, 4.085, -1.782], [5.642, 3.820, -3.892], [-0.001, 1.076, 3.042], [1.372, -0.404, 5.760], [-0.723, 5.379, 3.958], [5.653, 3.621, -1.124], [3.662, 3.016, -3.780], [-4.740, -3.040, -0.482], [-4.708, 3.978, -3.750], [-2.271, 2.953, -0.371], [-2.586, 2.817, -1.402], [-0.938, -3.692, -6.696], [-1.743, 5.357, 3.574], [-3.558, 2.615, 2.835], [-0.528, -2.305, -0.634], [-2.325, 1.600, -3.322], [8.475, 4.907, -4.176], [-4.517, -4.228, -2.262], [-4.020, -3.618, -1.517], [-3.577, 3.613, -1.954], [6.759, 4.183, -3.160], [4.530, 3.336, -3.216], [2.347, -2.724, 2.925], [1.782, -1.550, 3.702]],
  "charge": -2,
  "multiplicity": 1,
  "relative_energy_ev": 1.214,
  "e_homo_ev": -1.3
}


Entry 6:
{
  "formula": "CH2NO3P",
  "method": "ωB97M-V with the def2-TZVPD basis set",
  "symbols": ["P", "C", "O", "N", "O", "O", "H", "H"],
  "xyz": [[2.375, 0.583, -0.030], [-0.612, 0.984, 0.123], [2.396, -0.180, 1.275], [-0.938, -0.244, -0.153], [-1.356, 1.971, 0.205], [2.616, -0.290, -1.216], [0.553, 1.059, 0.445], [-0.053, -0.851, 0.008]],
  "charge": -2,
  "multiplicity": 1,
  "relative_energy_ev": 1.141,
  "e_homo_ev": 0.6
}